CH6O | wB97M-V/def2-TZVPD

```
8
Properties=species:S:1:pos:R:3:lowdin_charge:R:1
H -1.33 0.55 -1.89 0.0545
O -0.43 0.78 -1.54 -0.1018
H 1.10 0.36 0.29 0.0439
H 0.19 -1.18 0.19 0.0437
C 0.42 -0.32 0.83 -0.0674
H -0.36 0.27 -0.70 -0.0588
H 0.91 -0.67 1.75 0.0422
H -0.50 0.21 1.08 0.0437
```

Relative energy (zero: lowest compared OMol25 entry of this formula, charge and spin) ... 23.2 kJ/mol
SMILES ... C.O
Calculated total energy ... -3181.4344 eV